ORCA calculation (ωB97M-V/def2-TZVPD) on a 10-piece molecular cluster, C59H94N9O14 overall at a distorted geometry.

Net charge: +5
E_LUMO in eV: -9.801
Calculated total energy in hartree: -3848.57569
Orbital gap in eV: 1.04
Molecular weight in g/mol: 1153.45

Each line ends with the Mulliken charge.
Atoms and positions in Å:
C1 -9.2561 10.4369 0.3739  -1.1105
C2 -8.1735 10.9207 1.3445  -0.8964
C3 -6.9427 10.0965 1.3552  -0.3687
C4 -5.9406 10.3356 0.1598  -0.8949
N1 -4.8378 9.2805 -0.1904  0.2886
C5 -4.2736 9.6552 -1.6275  -0.8293
C6 -3.6639 8.3952 -2.1694  -0.5694
C7 -4.4967 7.2970 -1.6253  -0.6554
C8 -5.4582 7.9052 -0.5158  -0.8156
C9 -3.7971 9.2458 0.9933  -0.5032
C10 -2.8399 10.4406 0.7479  -0.1846
C11 -2.1732 10.8852 2.0290  -1.5364
H1 -8.8971 10.3711 -0.6532  0.2919
H2 -10.0421 11.1835 0.4874  0.3631
H3 -9.6714 9.4679 0.6507  0.3056
H4 -8.6106 11.0047 2.3395  0.4083
H5 -8.0169 11.9920 1.2182  0.4167
H6 -7.1391 9.0257 1.3026  0.3037
H7 -6.5303 10.2650 2.3501  0.3141
H8 -5.4318 11.2985 0.1131  0.5774
H9 -6.5004 10.4478 -0.7687  0.3759
H10 -3.6814 10.5703 -1.6303  0.5443
H11 -5.0884 10.1166 -2.1856  0.4838
H12 -2.6679 8.2993 -1.7369  0.2690
H13 -3.6912 8.2384 -3.2477  0.3584
H14 -3.9600 6.6199 -0.9608  0.2674
H15 -4.9741 6.6719 -2.3800  0.4489
H16 -5.5657 7.3825 0.4347  0.5650
H17 -6.3886 7.8533 -1.0813  0.2710
H18 -3.3226 8.2717 0.8748  0.4676
H19 -4.3173 9.4915 1.9191  0.3351
H20 -3.2938 11.3458 0.3445  0.3083
H21 -2.0315 10.1551 0.0748  0.2769
H22 -1.5986 11.8069 1.9365  0.3891
H23 -1.5973 10.0362 2.3972  0.3580
H24 -2.8915 11.1366 2.8093  0.3764
C12 -0.6854 2.3274 7.8258  -1.4951
C13 -1.9715 2.8977 7.1893  0.3010
C14 -1.8454 4.3533 6.6417  -0.6454
O1 -3.0786 4.8656 6.2060  -0.3214
C15 -3.9304 5.4188 7.1911  -0.7394
N2 -2.4893 1.9921 6.1055  -0.2907
H25 -2.5059 1.0156 6.3629  0.3853
H26 -3.4477 2.1661 5.8382  0.3456
H27 -1.9609 1.9390 5.2464  0.3667
H28 -0.9330 1.4212 8.3787  0.4149
H29 -0.1887 2.9483 8.5714  0.3952
H30 0.0549 2.1251 7.0517  0.3948
H31 -2.6933 2.8272 8.0030  0.2444
H32 -1.2301 4.3230 5.7425  0.3472
H33 -1.3847 4.9693 7.4139  0.3942
H34 -4.9158 5.3513 6.7300  0.2721
H35 -3.7747 6.4722 7.4242  0.2984
H36 -4.0195 4.8989 8.1450  0.3314
C16 3.6675 -9.9762 3.5864  -1.3500
C17 4.4585 -9.1541 2.5503  0.1826
C18 3.5856 -8.7503 1.3419  -0.7267
O2 4.3258 -7.8176 0.4590  -0.3304
C19 3.6535 -7.3538 -0.6648  -0.6765
N3 4.7612 -7.8540 3.3346  -0.3361
H37 5.2577 -7.9552 4.2083  0.3683
H38 5.3959 -7.2230 2.8665  0.3540
H39 3.9431 -7.2690 3.4271  0.3536
H40 2.8570 -9.3990 4.0315  0.4110
H41 4.3240 -10.2199 4.4218  0.4045
H42 3.3483 -10.9394 3.1885  0.3795
H43 5.3257 -9.7131 2.1987  0.3164
H44 2.7325 -8.1601 1.6766  0.4698
H45 3.3369 -9.6711 0.8143  0.3574
H46 3.7911 -8.0348 -1.5047  0.2547
H47 4.0022 -6.3404 -0.8634  0.2813
H48 2.5910 -7.2941 -0.4287  0.2834
C20 2.1717 2.8539 -8.8934  -1.0343
N4 0.7007 2.7355 -8.9668  0.0003
C21 0.1485 2.3631 -10.1273  -0.2588
C22 -1.1841 1.8934 -10.0813  -0.6147
C23 -1.9701 1.8992 -8.9779  0.7385
C24 -1.2791 2.2875 -7.7743  -0.6791
C25 0.0920 2.6418 -7.7873  -0.1903
C26 -3.4114 1.4457 -8.9813  0.8628
C27 -4.2629 1.8499 -9.9931  -0.7917
C28 -5.6044 1.4499 -10.0407  -0.1213
N5 -6.0711 0.6603 -9.0944  -0.0468
C29 -5.2460 0.2124 -8.1055  -0.3237
C30 -3.9401 0.5985 -8.0251  -0.6207
C31 -7.4678 0.3248 -9.0791  -0.8903
H49 2.5906 3.3765 -9.7533  0.3989
H50 2.5421 1.8304 -8.8357  0.4277
H51 2.4459 3.5234 -8.0781  0.3533
H52 0.7781 2.2007 -10.9896  0.4478
H53 -1.5768 1.4975 -11.0062  0.4654
H54 -1.8128 1.9767 -6.8883  0.4210
H55 0.5637 2.8112 -6.8307  0.4846
H56 -4.0056 2.6890 -10.6224  0.4695
H57 -6.3415 1.8274 -10.7338  0.4258
H58 -5.7775 -0.3896 -7.3833  0.4637
H59 -3.2825 0.1636 -7.2870  0.5425
H60 -7.4377 -0.7320 -8.8139  0.3163
H61 -8.0604 0.4396 -9.9867  0.3654
H62 -7.7721 0.9134 -8.2136  0.3836
C32 9.2051 -2.0646 11.7791  -0.9905
N6 8.6477 -1.2738 10.6881  0.0203
C33 7.6488 -1.8272 9.8952  -0.0535
C34 7.0561 -1.0171 8.8889  -0.8417
C35 7.6298 0.2709 8.5948  0.9153
C36 8.6031 0.7514 9.4794  -0.6451
C37 9.1458 -0.0265 10.5266  -0.4147
C38 7.0775 1.1350 7.4923  0.9470
C39 6.5896 0.5763 6.2483  -0.7291
C40 6.1732 1.4694 5.2639  -0.3084
N7 5.9920 2.7548 5.5275  -0.0048
C41 6.4157 3.3098 6.7296  -0.2744
C42 6.9316 2.5198 7.7410  -0.7907
C43 5.2932 3.6507 4.5025  -0.8590
H63 9.0274 -1.5677 12.7329  0.3637
H64 10.2487 -2.2506 11.5254  0.4084
H65 8.8513 -3.0955 11.7759  0.3165
H66 7.2455 -2.7976 10.1443  0.3949
H67 6.3296 -1.3675 8.1707  0.4492
H68 9.0223 1.7121 9.2191  0.5070
H69 9.8916 0.2794 11.2453  0.4989
H70 6.6567 -0.4853 6.0618  0.4019
H71 5.8567 1.1757 4.2739  0.5017
H72 6.1588 4.3563 6.8023  0.3621
H73 7.2691 2.8085 8.7255  0.5327
H74 4.3398 3.1580 4.3117  0.3916
H75 5.9058 3.7890 3.6116  0.3606
H76 5.2075 4.6743 4.8671  0.2845
C44 2.2324 -14.1833 -5.5301  -0.9329
N8 1.3462 -13.1528 -5.0513  0.0530
C45 0.5870 -13.3514 -3.9978  -0.2559
C46 -0.1650 -12.2792 -3.4736  -0.7603
C47 -0.2861 -11.0546 -4.1776  0.9697
C48 0.4649 -10.9598 -5.3640  -0.8240
C49 1.3064 -11.9507 -5.7438  -0.2408
C50 -1.0608 -9.8949 -3.6494  1.0296
C51 -1.1569 -9.7025 -2.2576  -0.8137
C52 -1.8539 -8.6081 -1.6614  -0.2905
N9 -2.4912 -7.7477 -2.5225  0.0630
C53 -2.3771 -7.9329 -3.8831  -0.3380
C54 -1.6397 -8.9485 -4.4691  -0.6692
C55 -3.1763 -6.5738 -1.9127  -0.9159
H77 3.0078 -14.2761 -4.7696  0.3828
H78 2.6528 -13.9582 -6.5103  0.3168
H79 1.7258 -15.1377 -5.6735  0.3741
H80 0.6769 -14.2906 -3.4722  0.4711
H81 -0.8265 -12.4262 -2.6327  0.4858
H82 0.3923 -9.9516 -5.7443  0.5184
H83 2.0294 -11.7943 -6.5308  0.4047
H84 -0.7131 -10.3379 -1.5054  0.4054
H85 -1.8839 -8.3580 -0.6112  0.4110
H86 -2.9380 -7.2191 -4.4681  0.4390
H87 -1.7550 -9.1494 -5.5240  0.4760
H88 -4.2217 -6.8806 -1.8761  0.3671
H89 -2.9411 -5.7200 -2.5481  0.3662
H90 -2.8729 -6.3749 -0.8849  0.3317
O3 1.0156 -4.0639 3.9994  -0.4694
C56 0.4216 -3.9758 5.1919  0.6212
O4 -0.7731 -3.8292 5.2712  -0.7063
O5 1.1712 -4.1094 6.1529  -0.7541
H91 0.4122 -3.8528 3.2832  0.3124
O6 0.3541 -1.1264 -1.1172  -0.4469
C57 0.4211 0.1411 -0.7310  0.6331
O7 0.9490 1.0030 -1.5018  -0.7619
O8 0.2454 0.4259 0.4446  -0.7252
H92 0.8328 -1.1322 -1.9494  0.3201
O9 2.1822 -2.0113 -7.8930  -0.4923
C58 1.5137 -3.0994 -7.5620  0.7156
O10 1.8137 -4.1874 -8.0342  -0.7395
O11 0.7245 -2.9043 -6.6856  -0.7566
H93 1.7158 -1.5939 -7.1651  0.3164
O12 5.3202 -0.0093 -3.2789  -0.4398
C59 6.4236 0.6800 -3.4782  0.7265
O13 6.3750 1.8341 -3.1138  -0.6243
O14 7.4684 0.1457 -3.9361  -0.6206
H94 4.8056 0.7856 -3.1209  0.3312



ORCA calculation (ωB97M-V/def2-TZVPD) on C59H97Br2F4NO11 as an isolated structure at a distorted geometry.

E_LUMO in eV: -1.482
Calculated total energy in hartree: -8735.29018
Orbital gap in eV: 7.17
Molecular weight in g/mol: 1232.22

Each line ends with the Mulliken charge.
Atoms and positions in Å:
C1 4.7005 -0.5116 1.4303  -0.1229
O1 4.9961 -1.9328 1.1733  -0.3883
C2 3.9879 -2.8087 1.7979  -0.2878
C3 3.1525 -3.7571 0.7536  0.5599
C4 4.0206 -5.0836 0.2219  -0.7802
C5 3.7631 -5.3831 -1.3828  -0.1250
C6 4.7323 -4.5087 -2.3874  -0.5762
C7 3.8903 -3.7898 -3.6412  -0.2736
C8 3.6136 -2.2399 -3.1511  0.0384
C9 2.4636 -1.4815 -4.0397  -0.0339
C10 0.9262 -1.6817 -3.5067  -0.6835
C11 0.7104 -1.4516 -1.8980  0.6280
C12 -0.2896 -2.2693 -1.1252  0.0176
C13 -1.2094 -3.4846 -1.8152  -0.4383
C14 -2.8308 -3.2872 -1.7176  -0.4101
C15 -3.7657 -4.5136 -2.3531  -0.1797
C16 -2.9405 -5.8053 -3.0213  -0.5179
C17 -1.3051 -5.7156 -2.9951  -0.1482
N1 -0.4449 -4.6328 -2.4072  -0.0355
C18 -0.5648 -2.0302 0.5010  0.6796
O2 -1.1370 -2.9459 1.2885  -0.6775
C19 -0.1542 -0.5695 1.1883  0.3892
C20 -0.9090 -0.1410 2.5797  -0.2587
C21 -0.1995 -0.9144 3.8677  0.1361
F1 -1.3127 -1.6124 4.5788  -0.3320
C22 0.8510 0.2412 0.4467  -0.4170
C23 1.3116 1.7028 1.0307  0.0745
C24 0.6193 2.8497 0.0607  -0.5453
C25 1.2704 4.3600 0.2678  0.2108
F2 0.6690 5.2281 -0.8056  -0.3389
Br1 0.6631 5.1067 2.0434  -0.0146
C26 2.8996 4.3664 0.0612  0.6854
F3 3.2344 5.6409 -0.6774  -0.2667
F4 3.4122 3.2519 -0.7768  -0.1857
Br2 3.7215 4.4963 1.8834  -0.1076
C27 1.5115 -0.2961 -0.9921  0.2498
O3 2.6819 0.2483 -1.3329  -0.6277
H1 5.3330 0.1367 0.6524  0.2165
H2 5.0331 -0.1342 2.4987  0.2081
H3 3.5719 -0.2938 1.2000  -0.1486
H4 3.2533 -2.1115 2.4252  -0.0561
H5 4.4880 -3.5368 2.5883  0.2818
H6 2.6846 -3.1689 -0.1650  -0.5052
H7 2.2152 -4.1812 1.3562  0.3278
H8 3.6251 -6.0074 0.8664  0.3236
H9 5.1708 -4.9880 0.5035  0.2762
H10 2.6276 -5.2011 -1.6956  -0.0597
H11 3.9786 -6.5283 -1.6430  0.2543
H12 5.3262 -3.6861 -1.7655  0.3813
H13 5.5720 -5.2352 -2.8185  0.2013
H14 2.9123 -4.3853 -3.9255  0.0848
H15 4.6606 -3.7528 -4.5369  0.2455
H16 3.4347 -2.2190 -1.9898  -0.3545
H17 4.6395 -1.6553 -3.3249  0.2526
H18 2.7665 -0.3350 -4.1677  0.3403
H19 2.5239 -1.9372 -5.1365  -0.2184
H20 0.5415 -2.7061 -3.9215  0.2061
H21 0.2754 -0.8437 -4.0516  0.3643
H22 -3.2691 -2.3323 -1.1881  0.3550
H23 -4.9521 -4.4613 -2.3204  0.2528
H24 -3.5883 -6.6792 -3.4664  0.2822
H25 -0.7285 -6.6356 -3.4929  0.2465
H26 -2.0423 -0.4958 2.4747  0.3171
H27 -0.9830 1.0390 2.7448  -0.0755
H28 0.5031 -1.7477 3.3890  -0.0239
H29 0.4207 -0.1919 4.5481  0.1940
H30 2.4812 1.7753 1.0977  0.1761
H31 0.9126 1.9278 2.1327  0.3091
H32 0.7029 2.4568 -1.0562  0.3004
H33 -0.5423 2.8325 0.3270  0.1321
C28 -4.8006 4.2332 2.6586  -0.5537
C29 -4.2741 4.6627 4.0037  -0.5192
C30 -3.2965 3.5547 4.3298  -0.4282
O4 -2.7795 3.0749 3.0809  -0.2490
C31 -3.5734 3.6218 2.0188  -0.3765
H34 -5.2248 5.0513 2.0711  0.3360
H35 -5.5743 3.4675 2.7902  0.2620
H36 -3.7401 5.6152 3.9059  0.2052
H37 -5.0515 4.7828 4.7624  0.3364
H38 -3.7965 2.7174 4.8282  0.2512
H39 -2.4723 3.8957 4.9628  0.2816
H40 -2.9713 4.3820 1.5093  0.2011
H41 -3.8218 2.8349 1.3013  0.2742
C32 5.1792 -9.0502 -5.5540  -0.5752
C33 4.0802 -8.3564 -6.3166  -0.5656
C34 3.7219 -7.2161 -5.3888  -0.1845
O5 4.9176 -6.8666 -4.6780  -0.2243
C35 5.8990 -7.8870 -4.9074  -0.5299
H42 5.8332 -9.6599 -6.1827  0.3378
H43 4.7445 -9.6965 -4.7822  0.2654
H44 4.4759 -7.9607 -7.2594  0.2577
H45 3.2292 -9.0024 -6.5472  0.3504
H46 2.9727 -7.5239 -4.6516  0.2011
H47 3.3439 -6.3415 -5.9260  0.1142
H48 6.6621 -7.4723 -5.5750  0.2958
H49 6.3744 -8.1609 -3.9615  0.2740
C36 -8.7228 -1.5943 -1.7070  -0.5682
C37 -8.1964 -1.1648 -0.3620  -0.4927
C38 -7.2188 -2.2728 -0.0359  -0.4319
O6 -6.7018 -2.7525 -1.2847  -0.3299
C39 -7.4956 -2.2057 -2.3468  -0.4341
H50 -9.1471 -0.7762 -2.2946  0.3246
H51 -9.4966 -2.3600 -1.5755  0.2649
H52 -7.6624 -0.2123 -0.4598  0.2401
H53 -8.9738 -1.0447 0.3968  0.3363
H54 -7.7188 -3.1101 0.4625  0.2765
H55 -6.3946 -1.9318 0.5972  0.2324
H56 -6.8936 -1.4454 -2.8563  0.2950
H57 -7.7441 -2.9926 -3.0643  0.2873
C40 0.1630 9.2861 2.2629  -0.1560
C41 -0.3964 10.6106 2.7141  -0.4913
C42 -0.9020 10.2846 4.1025  -0.4515
O7 -0.0580 9.2466 4.6196  -0.4266
C43 0.7436 8.7339 3.5464  -0.1032
H58 0.9024 9.3709 1.4625  0.3689
H59 -0.6503 8.6398 1.9121  0.0468
H60 0.4090 11.3520 2.7743  0.2943
H61 -1.1761 11.0053 2.0578  0.1906
H62 -1.9263 9.8983 4.0720  0.2492
H63 -0.8748 11.1490 4.7722  0.2959
H64 1.7703 9.0836 3.6999  0.2625
H65 0.7397 7.6407 3.5728  -0.0838
C44 -1.9370 9.0328 -2.6896  -0.5376
C45 -2.4964 10.3573 -2.2384  -0.5725
C46 -3.0020 10.0313 -0.8500  -0.4355
O8 -2.1580 8.9933 -0.3329  -0.3403
C47 -1.3564 8.4806 -1.4061  -0.2389
H66 -1.1976 9.1177 -3.4900  0.3394
H67 -2.7503 8.3865 -3.0404  0.2671
H68 -1.6910 11.0988 -2.1781  0.2611
H69 -3.2761 10.7520 -2.8947  0.3562
H70 -4.0263 9.6450 -0.8805  0.2674
H71 -2.9748 10.8957 -0.1803  0.2422
H72 -0.3297 8.8304 -1.2526  0.2171
H73 -1.3603 7.3874 -1.3797  0.1732
C48 -3.9002 -1.4553 6.6714  -0.2554
C49 -4.1060 -2.6290 7.5938  -0.5717
C50 -5.5387 -3.0164 7.2988  -0.4838
O9 -5.7884 -2.6748 5.9284  -0.4301
C51 -4.7044 -1.8627 5.4563  -0.1980
H74 -2.8506 -1.2564 6.4407  0.1476
H75 -4.3308 -0.5516 7.1189  0.2661
H76 -3.4321 -3.4461 7.3102  0.2676
H77 -3.9356 -2.3954 8.6478  0.3468
H78 -6.2399 -2.4472 7.9182  0.2659
H79 -5.7245 -4.0834 7.4520  0.2728
H80 -4.1055 -2.4714 4.7702  0.1589
H81 -5.0993 -1.0038 4.9068  0.2230
C52 3.4831 -0.9199 7.8693  -0.5147
C53 3.6766 0.4028 7.1738  -0.5869
C54 4.0258 -0.0277 5.7658  -0.2608
O10 3.3521 -1.2721 5.5320  -0.3052
C55 2.8466 -1.7588 6.7829  -0.4379
H82 2.8709 -0.8562 8.7724  0.3195
H83 4.4577 -1.3408 8.1439  0.2656
H84 2.7332 0.9614 7.1704  0.2622
H85 4.4448 1.0318 7.6305  0.3428
H86 5.1013 -0.2049 5.6596  0.2569
H87 3.7170 0.7050 5.0146  0.1682
H88 1.7581 -1.6361 6.7737  0.2197
H89 3.0770 -2.8229 6.8848  0.2802
C56 2.2630 -2.3122 -9.7572  -0.5712
C57 1.7036 -0.9877 -9.3060  -0.6225
C58 1.1980 -1.3137 -7.9176  -0.3593
O11 2.0420 -2.3517 -7.4005  -0.3045
C59 2.8436 -2.8644 -8.4737  -0.4183
H90 3.0024 -2.2274 -10.5576  0.3431
H91 1.4497 -2.9585 -10.1080  0.2629
H92 2.5090 -0.2463 -9.2458  0.2888
H93 0.9239 -0.5930 -9.9623  0.3404
H94 0.1737 -1.7000 -7.9481  0.2872
H95 1.2252 -0.4493 -7.2479  0.2264
H96 3.8703 -2.5147 -8.3202  0.2870
H97 2.8397 -3.9576 -8.4473  0.2038



ORCA calculation (ωB97M-V/def2-TZVPD) on a 2-piece molecular cluster, C5H10 overall at a distorted geometry.

SMILES: C=CC.C=C
E_LUMO in eV: 1.117
ΔE to the lowest compared entry with this formula, charge and spin in kcal per mole: 71.7
Calculated total energy in hartree: -196.39413
Orbital gap in eV: 10.39
Molecular weight in g/mol: 70.13

Each line ends with the Mulliken charge.
Atoms and positions in Å:
C1 -0.8204 1.3355 0.4117  -0.7930
C2 -1.0609 2.3989 -0.4387  0.1213
C3 -1.3278 3.7812 0.0868  -0.9100
H1 -0.4949 0.4632 -0.0137  0.3291
H2 -0.9208 1.3888 1.5172  0.2255
H3 -1.2062 2.3473 -1.5890  0.2485
H4 -2.3127 4.1970 -0.3054  0.2412
H5 -1.2977 3.8960 1.1483  0.3195
H6 -0.4500 4.3813 -0.3663  0.2153
C4 2.2989 -3.7589 -0.1978  -0.4307
C5 0.9497 -3.9453 0.1249  -0.5917
H7 2.8998 -3.4687 0.6895  0.2304
H8 2.6259 -3.5233 -1.2388  0.2422
H9 0.6735 -4.3866 0.9886  0.3438
H10 0.2463 -4.1633 -0.7516  0.2085



ORCA calculation (ωB97M-V/def2-TZVPD) on a 2-piece molecular cluster, C5H10 overall at a distorted geometry.

E_LUMO in eV: -1.436
ΔE to the lowest compared entry with this formula, charge and spin in kcal per mole: 196.7
Calculated total energy in hartree: -196.19490
Orbital gap in eV: 5.05
Molecular weight in g/mol: 70.13

Each line ends with the Mulliken charge.
Atoms and positions in Å:
C1 0.2575 -1.6524 0.4923  -0.6847
C2 0.0141 -0.3473 0.0280  -0.5270
C3 -0.6016 -0.0060 -1.3092  0.5937
C4 -1.9734 0.0821 -1.4105  -0.8759
C5 0.2962 0.1362 -2.3721  -0.7312
H1 0.7100 -1.0132 1.2981  0.2467
H2 1.0255 -2.0947 -0.2310  0.2219
H3 -0.3143 -2.5646 0.5779  0.3553
H4 0.9180 0.2748 0.0600  0.2539
H5 1.8210 3.5138 5.8174  0.0186
H6 -2.4359 0.7372 -2.1464  0.3164
H7 -2.3741 -0.4076 -0.5099  0.2801
H8 1.3108 3.2148 5.3623  -0.0185
H9 0.0279 -0.2859 -3.4200  0.2293
H10 1.3183 0.4129 -2.2368  0.3214